Here is a structure of composition C16H32Al2Cl3F15MgN3O13PS4 at a distorted geometry from the Open Molecules 2025 dataset. Energies are from ωB97M-V/def2-TZVPD.

* multiplicity: 1
* HOMO level: -0.2795 Ha

Positions of all 90 atoms, in Å:
O 6.25955 0.00683 1.45437
S 6.75016 0.44505 0.18222
O 7.83978 1.37688 0.46958
O 7.41957 -0.80989 -0.54818
N 5.65256 1.31945 -0.74331
S 4.55264 0.40525 -1.50800
O 3.93434 1.26361 -2.51060
O 5.08335 -0.76807 -2.24397
C 3.15138 -0.20019 -0.44408
F 2.74821 -1.37082 -0.95356
F 2.17109 0.68855 -0.46280
F 3.47211 -0.41222 0.80586
H 7.44738 -0.70845 -1.51342
Al 5.41791 -0.20701 -4.38468
F 0.72807 2.49922 2.34787
P 0.38297 0.89880 2.54782
F -0.70841 1.10973 1.38929
F -0.84502 1.45936 3.56116
F 0.48698 -0.49362 1.70519
F 0.52914 -0.01111 3.87579
F 2.00097 0.93050 2.49906
C 8.20969 5.37728 0.48379
C 6.77643 4.92753 0.98852
O 6.04736 4.78004 -0.06034
H 8.15626 6.32425 -0.05018
H 8.85871 5.50802 1.35190
H 8.66348 4.63023 -0.16641
H 6.47022 5.67786 1.73579
H 6.97033 4.02605 1.62552
Mg -1.54195 3.33473 4.25938
F 11.86151 0.27137 1.40677
Al 11.02853 -1.09132 0.72990
F 12.10060 -2.44977 0.65427
F 10.47677 -0.69516 -0.87598
F 9.66215 -1.48541 1.72288
O 7.25206 -0.36095 -11.91109
C 6.81673 -0.47411 -10.80566
O 6.64068 -1.67014 -10.18334
C 6.00301 -1.46592 -8.91527
C 6.29151 -0.02044 -8.55197
C 6.34158 0.65112 -9.91273
H 4.93261 -1.66083 -9.02816
H 6.41236 -2.16374 -8.18562
H 5.55160 0.41026 -7.87567
H 7.27170 0.05416 -8.07106
H 5.35450 0.97594 -10.24707
H 7.03894 1.48071 -9.92451
C 6.22821 -3.58875 2.82623
Cl 7.07092 -2.47135 3.89981
Cl 4.97865 -2.74417 1.90440
Cl 7.36886 -4.38781 1.74125
H 5.74770 -4.34704 3.43309
N -4.81551 1.97401 0.78486
S -6.14301 2.01126 -0.06720
O -6.34035 0.95013 -1.00456
O -6.64246 3.29418 -0.44193
F -7.19891 1.59604 1.08712
S -3.53542 2.29304 -0.08564
O -2.30685 1.95763 0.58582
O -3.52984 3.51785 -0.82324
F -3.58669 1.19412 -1.23104
C -12.72425 -1.69925 4.11036
C -11.69731 -0.90103 4.91437
C -10.34758 -0.64450 4.25300
N -9.42370 -1.83299 4.05827
C -9.19558 -2.54815 5.35174
C -9.86966 -2.80186 2.97591
C -9.45511 -2.13386 1.68508
C -8.06953 -1.60612 2.01384
C -8.07722 -1.30550 3.51085
H -12.57904 -2.77385 4.23113
H -13.73028 -1.48253 4.46945
H -12.68961 -1.44747 3.04852
H -11.57587 -1.34528 5.90426
H -12.13250 0.08614 5.09238
H -9.79498 0.04765 4.89121
H -10.47521 -0.16375 3.28305
H -10.13331 -2.99129 5.68013
H -8.82528 -1.83129 6.08256
H -8.46134 -3.33442 5.19052
H -9.31712 -3.73189 3.12182
H -10.93113 -3.00753 3.04178
H -10.13220 -1.31540 1.43152
H -9.44901 -2.82368 0.84297
H -7.81405 -0.72700 1.42275
H -7.31576 -2.36527 1.79932
H -7.99847 -0.24206 3.72715
H -7.27268 -1.83383 4.01918
O 9.25767 1.52225 -8.82021
H 8.81269 1.67102 -9.66120

Force components x, y, z for each atom (eV/Å):
O -1.3 -0.8 -1.0
S 2.8 1.7 2.9
O -0.7 0.4 -1.6
O -1.5 0.7 -0.1
N -0.5 -3.3 -0.3
S 1.2 2.8 -1.5
O -0.2 -0.1 0.4
O 0.6 -0.6 -0.1
C -1.0 -0.9 0.9
F -0.1 0.5 -0.3
F 0.2 0.0 -0.6
F 0.8 0.1 0.0
H 0.3 0.1 0.2
Al -0.4 0.0 1.1
F -1.5 1.7 1.1
P 3.0 -2.7 -3.5
F 1.8 0.2 1.8
F -3.1 3.0 2.1
F 0.7 -1.1 0.6
F 0.2 0.1 0.4
F 0.4 -0.7 0.1
C 2.2 -0.1 -1.2
C -1.6 0.6 1.8
O 0.6 -0.2 0.3
H -0.5 -0.1 0.1
H -0.5 -0.2 0.3
H -0.3 -0.1 0.1
H -0.4 0.4 -0.5
H 0.6 -0.8 -1.0
Mg 1.0 -1.8 -1.6
F -0.5 -0.7 -0.4
Al 0.0 0.0 0.1
F -0.6 0.8 0.0
F 0.2 -0.2 0.8
F 0.7 0.2 -0.6
O 0.1 -0.3 0.0
C -0.1 0.3 -0.3
O 0.1 0.1 -0.1
C -0.1 -0.1 0.2
C 0.0 0.2 0.4
C 0.0 -0.2 0.5
H 0.0 0.0 0.0
H 0.0 -0.1 -0.2
H 0.0 -0.1 0.0
H 0.0 0.0 -0.1
H 0.1 0.1 -0.1
H -0.3 0.1 -0.3
C 0.2 0.1 0.0
Cl -0.1 -0.1 0.0
Cl -0.1 -0.2 0.1
Cl -0.1 0.0 0.1
H 0.0 0.1 -0.1
N 0.1 0.0 -0.2
S -2.5 0.1 -0.7
O 0.6 -0.1 0.2
O 0.6 0.2 0.2
F 0.5 -0.1 0.7
S 2.3 0.0 -1.3
O -3.3 1.4 -0.2
O -0.7 0.1 0.4
F -0.3 0.0 0.2
C 0.0 -0.1 0.1
C -0.3 -0.1 -0.2
C -0.2 0.0 0.3
N 0.6 -0.1 0.0
C -0.2 0.1 -0.2
C -0.2 0.1 -0.2
C -0.1 0.1 0.0
C 0.4 0.1 -0.4
C -0.1 0.0 -0.1
H -0.1 0.0 -0.1
H 0.0 0.0 0.0
H 0.0 0.0 0.0
H 0.1 0.1 0.0
H 0.3 0.1 0.0
H 0.1 -0.1 -0.1
H 0.1 -0.1 0.0
H 0.1 0.0 0.1
H -0.1 -0.1 0.0
H 0.0 0.1 0.0
H 0.0 0.1 0.1
H 0.0 0.0 0.2
H 0.0 -0.1 0.0
H 0.0 0.0 0.1
H 0.0 0.0 0.1
H 0.0 0.0 0.0
H -0.1 -0.1 0.1
H -0.1 0.0 0.1
O 0.0 -0.1 0.4
H 0.2 0.1 -0.4